# 1
16 unconnected molecules or ions with the total composition H31O16. Source: the OMol25 dataset; level of theory: ωB97M-V with the def2-TZVPD basis set.

Geometry as XYZ:
```
47
Properties=species:S:1:pos:R:3:lowdin_charge:R:1
O -1.4405 2.4416 0.1380 -0.05
H -0.7343 1.9305 -0.2841 0.04
O -1.6224 -0.2936 -0.5428 -0.14
H 4.1796 -0.3233 -0.4902 -0.01
H 3.8832 0.3375 1.9859 0.03
H -3.2526 2.0910 -1.3786 0.04
H -3.1652 -1.6993 2.9731 0.04
O 4.1139 -0.5787 2.2688 -0.16
O 1.3791 4.0384 1.0424 -0.10
H 1.1177 -1.3193 2.6975 0.04
O 2.8417 -4.0500 0.7891 -0.03
O 0.6593 -0.4082 -5.2464 -0.07
H 2.3740 -3.6456 1.4952 0.00
H 2.2999 -2.1242 5.3579 0.10
H -1.6951 2.2179 -3.4034 -0.04
H 0.8641 -0.0825 2.6996 0.05
H -3.2776 -3.8297 -0.2209 0.01
H -3.5137 0.4431 0.2340 -0.04
O -3.6585 -3.1820 -0.7715 -0.02
H 2.4940 -4.3389 -0.0261 0.01
O 3.5461 -0.5590 -1.1215 -0.02
H 2.7181 -0.6026 -0.7530 -0.05
H -0.0089 0.0415 -4.7534 -0.03
O 1.9235 -2.4648 4.4574 -0.13
O -3.5153 2.3838 -2.2929 -0.07
H -2.8026 3.0302 -2.4636 0.03
O -3.4157 -0.8908 3.4578 -0.07
H 0.4881 3.7977 0.7336 0.00
H 1.3700 4.0630 -4.2759 0.05
H -2.9963 -3.0936 -1.4380 0.03
H 2.5906 3.9550 -3.4388 0.01
H -1.0071 1.0405 -2.9362 0.06
H 1.4601 -0.4161 -4.6519 0.06
O -4.0392 0.2206 0.9575 -0.01
H -1.4866 1.9780 0.9624 0.04
H -2.0634 -1.0221 -0.2180 -0.05
H 0.3963 -1.6256 1.1602 -0.15
O 1.6925 -0.5234 2.7709 -0.10
H 3.1192 -0.8965 2.2957 0.01
H -3.5085 -1.3443 4.3320 0.06
O -1.1784 1.5495 -3.7712 -0.04
H -3.8652 -0.6215 1.2826 -0.03
O 0.6220 -1.1466 0.3816 -0.41
O 1.9230 4.5867 -3.6635 -0.06
H -0.5795 -0.4509 -0.5837 0.04
H 1.9642 4.1009 0.2295 0.06
H 2.8063 -2.7142 4.0229 0.07
```

Results
Net charge ... -1
Energy ... -1222.3426 hartree



# 2
A single C3H5NO2 molecule. Source: the OMol25 dataset; level of theory: ωB97M-V with the def2-TZVPD basis set.

Geometry as XYZ:
```
11
Properties=species:S:1:pos:R:3:lowdin_charge:R:1
H 2.0204 0.2452 -0.8549 0.09
H -1.4247 -1.1400 0.1266 0.04
C 1.7677 -0.2565 0.0826 -0.02
H -2.1157 1.9768 -0.3253 0.15
O -0.3535 0.9192 -0.1646 0.00
H 1.9792 0.4330 0.9046 0.09
C -1.6747 0.9758 -0.1858 -0.33
N -0.4401 -1.5063 0.2075 0.19
C 0.2978 -0.5251 0.0751 -0.32
O -2.4381 0.0333 -0.0627 0.03
H 2.3818 -1.1554 0.1967 0.09
```

Results
Net charge ... 0
Energy ... -322.5261 hartree



# 3
3 unconnected molecules or ions with the total composition C18H39ClN3O5P2. Source: the OMol25 dataset; level of theory: ωB97M-V with the def2-TZVPD basis set.

Geometry as XYZ:
```
68
Properties=species:S:1:pos:R:3:lowdin_charge:R:1
H -1.5936 3.1253 2.2891 0.07
H 0.8937 -1.3522 -2.3445 0.04
H 2.6845 -2.0133 4.5022 0.08
H -1.9943 4.4205 0.3981 0.03
C 0.1207 -2.5201 -0.1619 -0.30
H -6.4959 3.5442 1.4546 0.11
O 1.0484 1.5577 2.0967 -0.12
H -0.6749 -0.7900 -3.0155 0.07
C 1.8066 -2.6516 4.3562 -0.14
H 2.4144 -3.0759 0.1876 0.01
H 4.5262 2.3730 0.2281 0.03
C -0.7189 3.1317 1.6344 -0.21
H -0.3673 4.1941 -0.2499 0.06
C 2.5627 0.3003 0.5822 -0.49
C -0.2234 1.6878 1.4694 -0.30
C 1.6921 0.3203 1.8731 -0.45
H 3.4333 -1.5305 -6.8452 0.12
P 2.4998 1.8388 -0.4579 0.86
C -6.3995 3.0059 3.5604 -0.27
H -6.7911 3.9692 3.8943 0.11
C 1.6347 -2.7272 -6.6265 -0.26
P 1.6473 -2.0812 0.9275 0.61
H -7.2518 2.3302 3.4660 0.10
H -5.0153 1.4959 4.2777 0.08
H 0.5212 -3.2450 -0.8792 0.07
H -1.5013 -2.2459 -1.4661 0.07
H 0.9521 -1.9936 4.1780 0.08
H 1.6395 -3.2330 5.2713 0.07
O 2.0233 -3.5279 3.2746 -0.26
N 3.4260 1.2912 -1.8009 -0.19
H 1.6918 -4.7436 -5.8426 0.07
H 2.1964 -3.5176 -4.6839 0.07
C -5.7657 3.1729 2.1750 -0.19
H -0.5673 -3.0871 0.4785 0.06
H 3.2815 -3.9920 -5.9944 0.08
Cl -1.8145 -0.4867 -0.0435 0.62
H 0.2211 0.1567 -1.7957 0.05
C -0.7545 -1.5975 -0.9980 -0.74
N -3.7346 4.8124 2.2035 0.17
H -0.9209 0.9856 1.9296 0.08
H -5.9081 2.3241 5.5550 0.07
H -4.5800 3.1432 4.7361 0.07
C 2.2372 -3.8059 -5.7350 -0.11
O 3.6413 2.7463 0.3156 -0.32
O 2.2002 -0.8087 -0.1789 -0.35
C -4.6392 4.1056 2.2005 -0.22
H 1.0529 -4.3528 1.7052 0.08
H 0.0938 -3.1503 2.5947 0.08
H 4.2888 0.8485 -1.4831 0.03
N 2.3921 -0.4669 -4.1021 0.20
C 1.0958 -3.3796 2.2061 -0.35
H 1.9459 -0.6525 -7.1991 0.12
C 2.3934 -1.3976 -6.5397 -0.19
H 2.3392 0.2008 2.7531 0.14
H 1.6403 -3.0573 -7.6676 0.10
H -0.1259 1.4456 0.4081 0.03
H -1.5615 2.8955 -0.3549 0.06
H 3.6156 0.2319 0.9330 0.10
H -5.3964 2.2129 1.8082 0.12
O 0.8288 -0.7594 1.7938 -0.26
H 0.5920 -2.5609 -6.3494 0.11
C -1.1833 3.7001 0.2809 -0.12
H 2.8236 -1.8340 1.7414 0.04
C 2.3846 -0.8660 -5.1777 -0.19
H 2.9082 0.5685 -2.2978 -0.05
C -5.4182 2.4607 4.5906 -0.11
C -0.0439 -0.8483 -2.1274 -0.15
H 0.0507 3.7548 2.0879 0.11
```

Results
Net charge ... -1
Energy ... -2392.6028 hartree



no.,largest force on an atom (hartree/bohr),HOMO level (eV)
1,0.093,-5.03
2,0.023,-10.03
3,0.017,-4.41